*one*
Below is a 2-piece molecular cluster, C3H9OP overall, with properties calculated with wB97M-V/def2-TZVPD.

Last column: natural (NBO) charge in e.
Positions of all 14 atoms, in Å:
P (-0.299, -0.136, 0.295)  1.4771
O (2.433, -0.371, 1.004)  -1.1387
C (-0.390, -0.759, -1.324)  -1.0504
C (-1.578, -0.567, 1.183)  -0.9524
C (0.397, 1.676, 0.160)  -0.8652
H (0.347, 1.912, -0.916)  0.2306
H (2.898, -1.161, 0.648)  0.4255
H (1.438, 1.484, 0.257)  0.3104
H (-2.386, -1.234, 0.900)  0.2537
H (0.053, -0.053, -2.033)  0.2685
H (-1.690, -0.317, 2.145)  0.2358
H (-0.203, 2.383, 0.752)  0.2498
H (0.333, -1.616, -1.522)  0.2866
H (-1.353, -1.238, -1.550)  0.2688

Values from the calculation:
Charge: 0
Kohn-Sham gap (spin up / spin down) in Eh: 0.25345 / 0.26728



*two*
Below is a 2-piece molecular cluster, C3H9OP overall, with properties calculated with wB97M-V/def2-TZVPD.

Last column: natural (NBO) charge in e.
Positions of all 14 atoms, in Å:
P (2.427, -0.490, -0.545)  0.2780
O (1.684, 1.756, 0.428)  -0.7047
C (-0.907, -0.480, -0.769)  -0.6693
C (1.471, 0.515, 0.754)  -0.1191
C (-1.023, 0.170, 0.529)  -0.3606
H (-1.239, 1.205, 0.669)  0.1858
H (1.672, 2.338, 1.157)  0.4799
H (-1.065, -0.506, 1.379)  0.1838
H (-0.352, -1.350, -0.705)  0.2082
H (-0.295, 0.062, -1.506)  0.2058
H (1.576, 0.168, 1.827)  0.1784
H (1.775, -1.666, -0.169)  -0.0357
H (-1.877, -0.773, -1.267)  0.2040
H (1.573, -0.448, -1.594)  -0.0344

Values from the calculation:
Charge: 0
Kohn-Sham gap (spin up / spin down) in Eh: 0.29981 / 0.28968



Of them, *one* has the highest stability.



*one*
Below is a single C2H2F3NO molecule, with properties calculated with wB97M-V/def2-TZVPD.

Last column: natural (NBO) charge in e.
Positions of all 9 atoms, in Å:
F (-1.427, -1.179, 1.023)  -0.2820
F (-1.267, -0.646, -0.991)  -0.3030
F (-2.501, 0.598, 0.284)  -0.3017
O (-0.167, 0.675, 0.431)  -0.5243
N (2.027, 0.882, 0.084)  -0.6626
C (1.003, 0.186, -0.044)  0.3839
C (-1.395, -0.195, 0.208)  1.1799
H (2.919, 0.477, -0.328)  0.3656
H (0.807, -0.798, -0.666)  0.1443

Values from the calculation:
Charge: 0
Kohn-Sham gap in Eh: 0.42208
SMILES: [H]/N=C/OC(F)(F)F



*two*
Below is a 2-piece molecular cluster, C2H2F3NO overall, with properties calculated with wB97M-V/def2-TZVPD.

Last column: natural (NBO) charge in e.
Positions of all 9 atoms, in Å:
F (1.634, -1.508, -0.298)  -0.3378
F (-0.305, -1.334, 0.582)  -0.3520
F (0.841, 1.807, 0.217)  -0.3215
O (-2.812, 0.116, -0.486)  -0.1812
N (-2.079, 0.512, 0.281)  0.2052
C (0.562, 0.630, -0.427)  0.2094
C (0.835, -0.577, 0.336)  0.4429
H (1.236, -0.320, 1.258)  0.1528
H (0.089, 0.675, -1.462)  0.1822

Values from the calculation:
Charge: 0
Kohn-Sham gap (spin up / spin down) in Eh: 0.35651 / 0.29869



Of them, *one* has the highest stability.